The following is a quantum chemistry calculation of the ion C2H6N4OS with charge +2, from the Open Molecules 2025 dataset.

Each atom is followed by the atoms it is bonded to, with distances in Å.
Positions of all 14 atoms, in Å:
1 C -2.379 0.847 -2.823  N2 1.378, H9 1.123, H10 1.083, H11 1.123
2 N -1.763 0.309 -1.713  C1 1.378, N3 1.108
3 N -1.209 0.206 -0.759  N2 1.108, N4 1.216
4 N -0.762 -0.347 0.227  N3 1.216, N5 1.355
5 N 0.485 -0.355 0.756  N4 1.355, O6 1.452, S7 1.622
6 O 1.451 0.427 0.005  N5 1.452
7 S 0.727 -1.151 2.149  N5 1.622, C8 1.819
8 C 2.432 -0.755 2.646  S7 1.819, H12 1.149, H13 1.182, H14 1.188
9 H -1.623 0.603 -3.617  C1 1.123
10 H -3.366 0.404 -2.845  C1 1.083
11 H -2.363 1.966 -2.724  C1 1.123
12 H 2.361 -0.683 3.790  C8 1.149
13 H 2.906 0.265 2.283  C8 1.182
14 H 3.103 -1.735 2.625  C8 1.188

Largest force on an atom in hartree/bohr: 0.1698
Total charge: +2
ΔE to the lowest compared entry with this formula, charge and spin in eV: 0.000
Calculated total energy in eV: -20985.751
HOMO-LUMO gap (spin up / spin down) in eV: 7.755 / 7.752
SMILES: CN=[N+]=N[N+](=O)SC

Results of the Löwdin charge analysis, in e, for atoms 1 through 5: atom 1 (C): 0.087, atom 2 (N): 0.229, atom 3 (N): 0.173, atom 4 (N): 0.122, atom 5 (N): -0.465